Entry 1:
Formula: C22H32AsBrKN2O2Si2
Source: OMol25
Level of theory: ωB97M-V with the def2-TZVPD basis set

Geometry as XYZ:
```
63
Properties=species:S:1:pos:R:3
K 1.2053 0.6688 2.2955
O -1.2706 5.7167 1.1578
C -2.0689 4.8817 1.9106
C -3.3922 5.2151 2.1846
C -4.1913 4.3419 2.9090
C -3.6666 3.1378 3.3630
C -2.3388 2.8343 3.0968
C -1.5218 3.6916 2.3734
C -0.0564 3.2863 2.1469
O 0.4610 2.5425 3.0985
N -0.1436 2.5446 0.7614
N 0.9846 2.0601 0.2473
C 1.1256 1.9439 -1.0161
C 2.2863 1.2796 -1.6112
Br 3.6163 0.7385 -0.3679
C 2.3881 1.0996 -2.9243
C 3.3820 0.4501 -3.7982
C 3.3890 0.8435 -5.1404
C 4.2710 0.2933 -6.0562
C 5.1660 -0.6879 -5.6527
C 5.1527 -1.1122 -4.3317
C 4.2732 -0.5552 -3.4139
H -1.7756 6.5107 0.9524
H -3.7954 6.1565 1.8219
H -5.2224 4.6054 3.1132
H -4.2826 2.4435 3.9212
H -1.8864 1.9215 3.4691
H 0.5136 4.1993 1.9030
H -0.7722 2.9913 0.0966
H 0.3518 2.2836 -1.7073
H 1.5602 1.5487 -3.4688
H 2.6864 1.6034 -5.4639
H 4.2544 0.6267 -7.0868
H 5.8550 -1.1270 -6.3630
H 5.8276 -1.8957 -4.0091
H 4.2625 -0.9287 -2.4036
C -3.3287 -1.0229 2.9234
Si -2.3524 -2.2639 1.8927
C -2.7995 -1.8666 0.1014
C -3.1407 -3.9426 2.2482
As -0.1306 -2.2063 2.4636
Si 0.7273 -3.0979 0.5340
C 2.5664 -3.4094 0.8408
C 0.6781 -2.0225 -1.0200
C -0.0175 -4.7507 0.0059
H -4.4043 -1.2154 2.8385
H -3.1338 -0.0017 2.5784
H -3.0495 -1.0791 3.9807
H -3.8877 -1.8217 -0.0249
H -2.4103 -2.6247 -0.5853
H -2.3749 -0.9010 -0.1908
H -4.2158 -3.9557 2.0270
H -2.9971 -4.1920 3.3041
H -2.6531 -4.7265 1.6600
H 3.0825 -2.4646 1.0483
H 3.0493 -3.8746 -0.0273
H 2.7033 -4.0610 1.7092
H 1.0568 -1.0169 -0.8107
H -0.3451 -1.9128 -1.3898
H 1.2896 -2.4561 -1.8221
H -0.0144 -5.4510 0.8463
H 0.5331 -5.1992 -0.8304
H -1.0586 -4.6170 -0.3081
```

Calculated values
- max |F| (eV Å⁻¹) = 2.8
- total charge = -1
- LUMO level (eV) = 2.2
- frontier orbital gap (Eh) = 0.2011

Here are the Löwdin charges for atoms 1 to 2, given in e: number 1, K, carries 0.59; number 2, O, carries 0.03

=====

Entry 2:
Formula: C22H32BN8O4S2Sn
Source: OMol25
Level of theory: ωB97M-V with the def2-TZVPD basis set

Geometry as XYZ:
```
70
Properties=species:S:1:pos:R:3
Sn -0.6293 0.6080 0.5384
C -3.8059 1.2151 1.0791
C -4.2918 1.0789 -0.3536
C -4.9103 -0.2844 -0.7185
C -3.2579 1.5221 -1.3327
C -3.5009 1.9272 -2.6921
C -2.2559 2.3540 -3.1130
N -1.3178 2.1601 -2.1799
N -1.9311 1.6762 -1.0486
B 0.2464 2.2950 -2.2275
N 0.8114 0.8939 -1.9801
C 1.1799 0.0656 -2.9737
C 2.1621 -0.7782 -2.4973
C 2.3365 -0.4190 -1.1161
N 1.5103 0.5916 -0.8028
C 3.3698 -0.8919 -0.1062
C 2.7043 -1.9432 0.7879
C 4.6351 -1.3802 -0.8319
N 0.5738 3.1341 -0.9612
C 1.3497 4.2236 -0.9164
C 1.5156 4.6446 0.3936
C 0.8045 3.6697 1.1726
N 0.2294 2.7823 0.3421
C 0.7042 3.6883 2.6310
C 0.0008 2.4591 3.2030
C 2.0411 4.0559 3.2768
H -4.6878 1.3474 1.7476
H -3.1749 2.1240 1.2206
H -3.3291 0.2930 1.4251
H -5.0518 1.8656 -0.4683
H -4.1442 -1.0486 -0.6604
H -5.2651 -0.2174 -1.7685
H -5.7598 -0.5797 -0.0652
H -4.4490 1.8973 -3.2676
H -1.9939 2.7777 -4.0755
H 0.5585 2.7901 -3.2499
H 0.7304 0.0570 -3.9587
H 2.6798 -1.5950 -2.9977
H 3.6682 -0.0438 0.5763
H 2.5754 -2.8805 0.2512
H 1.7321 -1.5753 1.1198
H 3.2744 -2.1730 1.6863
H 4.4529 -2.2576 -1.4764
H 5.4224 -1.6228 -0.1316
H 4.9733 -0.5783 -1.4499
H 1.6056 4.6879 -1.8819
H 2.0256 5.5309 0.7534
H 0.0298 4.6092 2.8218
H 0.5889 1.5392 2.9926
H -0.9929 2.3831 2.7064
H -0.1333 2.4780 4.2924
H 2.7901 3.2662 3.1870
H 1.8913 4.2034 4.3577
H 2.3993 4.9783 2.8531
O -3.0883 -1.8975 2.5488
S -1.8172 -2.5017 2.2245
O -1.8118 -3.9985 2.1506
O -0.5824 -1.8026 2.6186
O -1.7760 -2.1066 0.3851
S -1.4678 -3.0344 -0.9643
C -0.1952 -4.2663 -0.7275
N -0.3311 -5.1205 0.3033
C 0.4974 -6.1875 0.5274
C 1.5077 -6.4360 -0.3143
C 1.6767 -5.4906 -1.3501
N 0.8610 -4.3983 -1.5499
H -1.0011 -4.6721 1.0837
H 0.2537 -6.8194 1.3504
H 2.1509 -7.3136 -0.2685
H 2.4335 -5.5591 -2.1306
```

Calculated values
- max |F| (eV Å⁻¹) = 2.7
- total charge = +1
- LUMO level (eV) = -4.1
- frontier orbital gap (Eh) = 0.2674
- energy above the lowest of the compared OMol25 structures with the same formula, charge and spin (kJ/mol) = 0.00

Here are the Löwdin charges for atoms 1 to 2, given in e: number 1, Sn, carries 1.50; number 2, C, carries -0.10

=====

Entry 3:
Formula: C22H32Br6O10
Source: OMol25
Level of theory: ωB97M-V with the def2-TZVPD basis set

Geometry as XYZ:
```
70
Properties=species:S:1:pos:R:3
O 7.5555 8.1578 0.7267
C 7.9779 7.1053 1.0058
O 8.0339 6.1556 0.0591
C 8.4038 4.8694 0.6199
C 8.6631 5.0610 2.0943
C 8.4694 6.5449 2.3877
H 9.2298 4.3044 0.1881
H 7.5130 4.2531 0.4990
H 9.6402 4.6780 2.3887
H 7.8815 4.4115 2.4884
H 9.3041 7.1951 2.6496
H 7.5984 6.7175 3.0199
O 5.3403 6.2103 3.6891
C 4.3165 6.0646 3.0386
O 4.1951 6.6949 1.9072
C 2.8761 6.4450 1.2734
C 2.5775 5.0912 1.8756
C 3.0561 5.3640 3.2799
H 3.0356 6.4244 0.1953
H 2.1624 7.2125 1.5730
H 3.1088 4.2620 1.4084
H 1.5163 4.9271 1.6886
H 3.2354 4.5120 3.9357
H 2.4321 6.0792 3.8159
O 8.6887 12.6890 5.8152
C 8.8250 12.0421 4.8136
O 8.1901 12.2205 3.7693
C 8.3879 11.1812 2.7293
C 9.3412 10.2691 3.3538
C 9.5134 10.6900 4.8406
H 8.7912 11.4650 1.7572
H 7.4586 10.6789 2.4608
H 10.2581 10.2537 2.7647
H 8.8832 9.2851 3.4541
H 10.5769 10.7682 5.0661
H 9.1193 9.8449 5.4050
O 0.9993 11.1578 5.5362
C 1.1214 12.2483 4.8942
O 1.1095 13.4750 5.4402
C 1.4116 14.4760 4.5089
C 2.2005 13.7466 3.3854
C 1.4279 12.4524 3.4457
H 2.0422 15.2741 4.9006
H 0.4537 14.8541 4.1518
H 3.2410 13.4978 3.5943
H 2.0220 14.3480 2.4940
H 2.0054 11.6341 3.0157
H 0.4872 12.5189 2.8993
O 4.8769 15.0057 0.2607
C 5.9943 15.1907 0.6697
O 6.7497 16.2636 0.2260
C 8.0955 16.2766 0.8528
C 8.0717 14.8842 1.5772
C 6.7257 14.2866 1.4935
H 8.2601 17.1176 1.5264
H 8.9255 16.1697 0.1544
H 8.3591 14.9809 2.6242
H 8.8013 14.1895 1.1611
H 6.1015 14.3505 2.3848
H 6.7406 13.2902 1.0518
C 5.3339 13.6911 -2.7507
Br 5.1371 12.1137 -3.8917
Br 3.4841 14.4648 -2.3539
Br 6.4237 15.1166 -3.6033
H 5.6896 13.4313 -1.7537
C 4.7930 10.1703 1.4818
Br 5.0239 11.2162 3.1642
Br 5.6182 10.9204 -0.1919
Br 2.8510 9.8236 1.0930
H 5.2499 9.1849 1.5738
```

Calculated values
- max |F| (eV Å⁻¹) = 6.9
- total charge = -1
- 2S+1 = 2
- LUMO level (spin up / spin down) (eV) = 2.1 / 2.1
- frontier orbital gap (spin up / spin down) (Eh) = 0.1368 / 0.2988
- energy above the lowest of the compared OMol25 structures with the same formula, charge and spin (kJ/mol) = 0.00

Here are the Löwdin charges for atoms 1 to 2, given in e: number 1, O, carries 0.12; number 2, C, carries -0.50

=====

Entry 4:
Formula: C22H32Br6O10
Source: OMol25
Level of theory: ωB97M-V with the def2-TZVPD basis set

Geometry as XYZ:
```
70
Properties=species:S:1:pos:R:3
O -0.3976 6.2449 -2.5392
C -1.1566 6.4442 -1.5536
O -2.0333 5.4737 -1.0198
C -2.9632 6.0235 -0.0805
C -2.7851 7.4621 -0.1460
C -1.2578 7.6140 -0.6203
H -2.9524 5.4708 0.8589
H -3.9214 5.7701 -0.5343
H -3.1888 7.9321 0.7508
H -3.4448 7.9573 -0.8585
H -0.6096 7.2066 0.1556
H -0.9531 8.5761 -1.0321
O -3.3087 -4.4452 -5.6657
C -3.3701 -4.1471 -4.4657
O -2.2444 -3.8463 -3.8867
C -2.4188 -3.7683 -2.5082
C -3.7913 -4.3851 -2.2268
C -4.4949 -4.1133 -3.5623
H -2.3672 -2.8430 -1.9344
H -1.7164 -4.4446 -2.0210
H -4.1859 -3.8736 -1.3489
H -3.8583 -5.4553 -2.0315
H -5.1260 -3.2309 -3.4570
H -5.1822 -4.9491 -3.6929
O -7.6247 0.0506 -1.0414
C -7.5236 -0.0469 0.1656
O -6.6550 0.7465 0.7697
C -6.5169 0.2509 2.0634
C -7.7966 -0.3696 2.4523
C -8.2407 -0.9600 1.1603
H -6.2235 0.9901 2.8088
H -5.6573 -0.3889 1.8635
H -8.4323 0.3498 2.9684
H -7.7577 -1.1681 3.1933
H -9.3213 -0.8778 1.0434
H -8.0423 -2.0313 1.1270
O 8.6533 1.4313 0.5228
C 9.3499 0.4308 0.3146
O 10.5382 0.3160 0.8635
C 11.1272 -0.9971 0.6684
C 10.0628 -1.7095 -0.2752
C 9.0572 -0.7374 -0.6469
H 11.2790 -1.5996 1.5640
H 12.0121 -0.8518 0.0488
H 9.5178 -2.5502 0.1540
H 10.6345 -2.0853 -1.1237
H 8.0448 -1.1051 -0.4797
H 9.3067 -0.5029 -1.6818
O 6.1065 -4.6046 4.4032
C 5.2423 -3.7652 4.6071
O 5.2370 -2.4836 3.9806
C 4.1455 -1.7721 4.4378
C 3.0924 -2.7257 4.9167
C 3.9700 -3.9088 5.3946
H 3.8014 -1.0101 3.7385
H 4.3582 -1.2732 5.3833
H 2.4203 -2.9803 4.0972
H 2.6248 -2.3062 5.8075
H 3.4798 -4.7982 4.9987
H 4.1844 -4.0379 6.4555
C -3.8875 1.8224 -6.5533
Br -2.2474 1.3616 -5.4249
Br -3.2376 2.2566 -8.4047
Br -4.8239 3.2330 -5.6942
H -4.5177 0.9599 -6.7706
C 1.5956 1.4080 -0.1774
Br 0.1871 0.7771 1.1317
Br 2.4554 -0.0956 -1.0534
Br 2.7794 2.7949 0.5730
H 0.9708 1.8899 -0.9295
```

Calculated values
- max |F| (eV Å⁻¹) = 6.1
- total charge = 0
- LUMO level (eV) = -0.5
- frontier orbital gap (Eh) = 0.3476
- energy above the lowest of the compared OMol25 structures with the same formula, charge and spin (kJ/mol) = 367.52

Here are the Löwdin charges for atoms 1 to 2, given in e: number 1, O, carries 0.07; number 2, C, carries -0.39